10 unconnected molecules or ions with the total composition C48H114N14O10 at a distorted geometry, computed with ωB97M-V/def2-TZVPD.

Geometry as XYZ:
```
186
Properties=species:S:1:pos:R:3:forces:R:3:lowdin_charge:R:1
C -4.292 -8.883 2.375 1.001 0.712 0.935 -0.0160
C -3.889 -8.155 3.713 -0.162 -0.655 0.473 -0.5056
C -5.150 -8.121 4.592 -0.679 0.293 -0.768 -0.0408
C -2.851 -9.061 4.402 1.070 -0.309 -1.379 -0.1179
C -1.439 -9.002 3.672 0.026 1.237 1.408 -0.1439
C -0.953 -7.518 3.720 -0.726 -0.911 -0.191 -0.1313
C -1.977 -6.542 3.107 1.190 1.347 0.655 -0.5260
C -1.637 -5.127 3.619 0.025 -0.311 1.130 -0.0459
C -1.761 -6.456 1.608 -0.736 -0.898 -0.960 -0.0414
N -3.331 -6.794 3.610 0.962 -1.645 0.712 -0.1194
O -4.184 -5.969 2.946 -1.566 1.018 -0.428 -0.0101
H -3.349 -8.959 1.834 -0.365 -0.312 -0.527 0.0626
H -4.640 -9.871 2.678 -0.027 0.008 -0.292 0.0858
H -5.071 -8.394 1.789 0.066 0.083 0.002 0.0785
H -5.442 -9.133 4.872 0.218 -0.050 0.245 0.0830
H -5.158 -7.446 5.448 0.545 -0.176 0.057 0.0892
H -5.970 -7.778 3.961 -0.175 0.158 0.008 0.0731
H -2.778 -8.823 5.464 0.380 0.379 -0.059 0.1197
H -3.226 -10.084 4.389 -0.102 -0.068 -0.130 0.1071
H -0.697 -9.576 4.226 -0.136 -0.158 0.277 0.0981
H -1.314 -9.387 2.660 -0.886 -0.049 -0.130 0.0971
H -0.011 -7.436 3.178 0.032 0.158 -0.014 0.1159
H -0.757 -7.256 4.759 -0.105 0.080 0.077 0.1153
H -1.765 -5.111 4.701 -0.086 -0.105 0.172 0.0810
H -2.319 -4.359 3.253 0.349 -0.042 -0.430 0.0826
H -0.575 -4.926 3.474 -0.082 0.332 -0.466 0.0838
H -0.794 -6.031 1.342 0.130 -0.282 0.284 0.0897
H -2.475 -5.842 1.059 -0.247 0.164 0.334 0.0823
H -1.869 -7.456 1.187 0.346 -0.110 -0.364 0.0717
H -4.386 -6.428 2.127 -0.253 0.115 -0.631 0.0820
C -5.029 -0.731 -2.632 -0.840 -0.726 -0.836 -0.0410
C -6.204 -0.678 -3.649 1.037 -0.973 -0.704 -0.4446
C -7.568 -1.138 -2.991 0.306 1.409 0.029 -0.0162
C -6.162 0.814 -4.082 -1.803 0.386 -1.751 -0.1241
C -6.959 1.087 -5.410 -0.211 -0.800 0.481 -0.1737
C -6.454 0.105 -6.434 1.476 -0.077 -0.373 -0.1706
C -6.515 -1.387 -6.075 -0.306 -1.080 -0.702 -0.4913
C -8.020 -1.815 -6.128 0.913 -0.391 0.068 -0.0237
C -5.666 -2.214 -7.080 0.217 -0.488 -0.292 -0.0412
N -5.853 -1.616 -4.791 1.111 3.783 0.475 -0.1499
O -5.594 -2.913 -4.350 -1.064 0.464 -0.312 0.0076
H -5.129 -1.700 -2.143 0.356 0.408 0.774 0.0752
H -4.075 -0.726 -3.160 -0.118 0.040 -0.134 0.0880
H -5.096 0.187 -2.049 0.054 -0.533 0.687 0.0822
H -7.445 -1.217 -1.911 -0.124 -0.163 -0.009 0.0776
H -8.319 -0.369 -3.173 -0.034 0.260 0.141 0.0733
H -8.080 -2.015 -3.386 0.633 -0.377 -0.048 0.0661
H -6.554 1.405 -3.254 -0.082 0.008 0.054 0.1147
H -5.178 1.218 -4.318 0.396 -0.636 0.403 0.1184
H -8.037 0.952 -5.318 -0.166 -0.068 0.427 0.0969
H -6.864 2.072 -5.868 0.361 0.281 0.564 0.1088
H -5.395 0.301 -6.603 0.379 0.167 0.235 0.1172
H -6.850 0.337 -7.422 -0.576 -0.532 -0.027 0.1222
H -8.619 -1.240 -5.421 -0.031 0.048 -0.220 0.0598
H -8.099 -2.870 -5.869 -0.131 -0.126 0.039 0.0767
H -8.399 -1.701 -7.144 -0.082 0.098 0.051 0.0836
H -5.670 -3.274 -6.829 -0.806 -0.142 -0.166 0.0720
H -4.583 -2.095 -7.068 0.082 1.046 0.624 0.0808
H -5.893 -2.060 -8.135 -0.654 -0.079 0.049 0.0798
H -6.447 -3.084 -3.943 -0.284 -1.201 0.476 0.0753
C 0.041 5.250 -6.107 -0.804 -0.561 0.858 -0.0534
C 0.032 5.737 -7.567 1.877 1.450 0.504 -0.4473
C -0.853 6.980 -7.573 -0.951 0.429 -0.744 -0.0622
C 1.551 6.232 -7.733 -0.366 -1.275 -1.322 -0.1214
C 2.481 4.998 -7.795 0.023 0.515 -0.640 -0.1844
C 2.061 4.208 -9.058 -0.746 -0.322 1.352 -0.1208
C 0.564 3.713 -8.961 0.906 -1.230 -2.470 -0.5122
C 0.259 3.134 -10.367 -1.452 0.552 0.368 -0.0464
C 0.454 2.519 -8.049 0.325 0.367 1.613 -0.0427
N -0.377 4.799 -8.671 3.514 2.466 -0.061 -0.1285
O -1.698 4.482 -8.647 -0.607 -0.730 0.569 0.0180
H -0.271 6.071 -5.461 -0.148 0.022 -0.041 0.0808
H -0.652 4.434 -5.906 -0.269 -0.052 -0.006 0.0762
H 0.985 4.932 -5.662 0.152 -0.132 -0.523 0.0739
H -1.868 6.738 -7.257 -0.178 -0.193 -0.319 0.0803
H -0.610 7.819 -6.921 0.836 -0.449 0.415 0.0816
H -0.887 7.459 -8.552 -0.168 -0.364 -0.290 0.0867
H 1.748 6.683 -8.706 -0.617 0.245 -0.312 0.1101
H 1.817 7.039 -7.050 -0.230 -0.465 0.612 0.1162
H 3.524 5.301 -7.885 0.089 0.180 -0.109 0.1033
H 2.466 4.368 -6.905 -0.280 -0.087 -0.030 0.0926
H 2.678 3.314 -9.149 -0.094 -0.201 0.072 0.1098
H 2.230 4.731 -9.999 -0.216 0.518 0.220 0.1124
H -0.799 2.876 -10.329 -0.271 0.179 -0.273 0.0714
H 0.703 2.164 -10.593 0.724 0.350 0.069 0.0860
H 0.381 3.902 -11.131 0.217 -0.272 -0.197 0.0843
H 0.471 2.980 -7.061 -0.142 -0.746 0.506 0.0648
H 1.315 1.853 -8.103 0.027 0.079 -0.181 0.0902
H -0.435 1.901 -8.178 -0.163 0.259 -0.046 0.0899
H -1.751 4.000 -7.818 -0.989 -0.543 0.419 0.0906
C 2.312 0.996 7.318 1.256 -1.204 1.399 -0.0577
C 1.310 1.946 7.918 -0.031 0.188 0.723 -0.5259
C 1.599 3.196 7.084 -1.761 1.147 0.244 -0.0378
C -0.091 1.361 7.812 0.443 0.885 -0.823 -0.1361
C -1.176 2.191 8.493 0.769 -0.302 0.144 -0.1683
C -0.842 2.406 10.011 -1.380 -1.034 -2.472 -0.1379
C 0.597 2.882 10.244 -0.948 -0.038 1.873 -0.4952
C 0.617 4.375 10.064 -0.254 0.096 -1.486 -0.0396
C 0.804 2.658 11.773 1.276 -2.345 -0.273 -0.0480
N 1.560 2.093 9.394 -2.117 -0.757 0.308 -0.0982
O 2.849 2.432 9.709 0.909 0.326 -0.027 -0.0058
H 2.123 0.497 6.367 -0.482 0.786 -0.248 0.0957
H 3.229 1.584 7.297 0.370 -0.611 -0.410 0.0804
H 2.480 0.156 7.991 0.116 -0.026 0.290 0.0913
H 2.503 3.699 7.426 0.237 -0.135 -0.404 0.0806
H 1.606 2.964 6.019 0.589 -0.173 0.074 0.0959
H 0.811 3.946 7.143 -0.148 0.152 0.300 0.0701
H -0.180 1.343 6.726 -0.812 -0.350 -0.159 0.1200
H -0.044 0.338 8.183 -0.156 0.001 0.091 0.1268
H -1.304 3.160 8.011 0.235 0.102 -0.191 0.0968
H -2.128 1.684 8.334 -0.142 -0.017 0.393 0.1060
H -1.128 1.464 10.479 0.655 -0.128 0.393 0.1165
H -1.660 3.079 10.266 0.620 0.592 0.877 0.1179
H 0.090 4.901 10.859 0.247 -0.104 0.064 0.0945
H 0.035 4.490 9.150 0.289 0.984 -0.227 0.0648
H 1.641 4.729 9.941 -0.113 0.341 0.072 0.0853
H -0.095 2.641 12.388 -0.171 0.753 -0.341 0.0813
H 1.637 3.143 12.282 -0.204 0.691 -0.349 0.0795
H 1.118 1.616 11.837 0.060 -0.409 0.093 0.0784
H 3.003 3.225 9.189 0.645 0.588 0.061 0.0688
C 7.083 4.949 -0.985 0.054 -0.633 -0.155 -0.1358
O 7.156 3.758 -0.226 1.025 -0.174 1.401 -0.2297
C 8.364 3.568 0.675 -3.318 -0.058 -1.724 -0.1212
C 8.217 2.115 1.254 0.653 1.319 0.478 -0.4176
C 7.251 1.976 2.429 -0.929 0.780 0.225 -0.0724
N 9.498 1.883 1.872 0.815 -0.796 0.676 0.0044
H 7.158 5.877 -0.417 0.629 -0.002 0.218 0.0832
H 6.100 5.036 -1.448 -0.135 -0.471 0.027 0.0806
H 7.810 4.818 -1.786 0.270 0.828 -0.151 0.0790
H 9.289 3.782 0.139 0.094 -0.724 -0.522 0.1090
H 8.349 4.379 1.403 -0.339 -0.267 0.669 0.1167
H 7.975 1.370 0.496 0.157 0.279 -0.229 0.1393
H 7.195 0.997 2.904 0.085 -0.331 -0.744 0.0784
H 6.250 2.339 2.195 -0.108 -0.234 -0.205 0.0775
H 7.552 2.581 3.284 0.372 0.477 -0.137 0.0719
H 10.305 1.916 1.265 -0.083 0.113 -0.250 0.0713
H 9.551 2.649 2.527 0.743 -0.123 0.386 0.0651
C 5.523 -5.291 0.014 0.611 -1.527 0.961 -0.0712
O 5.723 -6.589 0.637 -0.773 0.324 -0.576 -0.2187
C 6.038 -7.623 -0.290 -0.123 0.437 0.909 -0.2134
C 6.215 -8.952 0.472 0.798 0.507 -0.757 -0.4429
C 5.063 -9.289 1.352 -1.167 0.919 1.212 -0.0794
N 7.446 -8.923 1.275 -0.481 -0.326 -0.251 0.0403
H 6.388 -5.123 -0.627 0.045 0.525 -0.018 0.0804
H 5.480 -4.639 0.886 0.021 0.389 -0.476 0.0892
H 4.613 -5.235 -0.584 -0.138 -0.123 0.058 0.0827
H 5.289 -7.716 -1.077 -0.296 0.059 -0.095 0.1213
H 6.984 -7.316 -0.734 0.265 -0.358 -0.462 0.1127
H 6.321 -9.687 -0.326 0.159 -0.337 0.059 0.1316
H 4.963 -8.524 2.122 0.446 0.298 0.231 0.0726
H 5.141 -10.202 1.943 0.069 -0.291 -0.642 0.0825
H 4.087 -9.139 0.891 0.014 -0.709 -0.496 0.0828
H 7.289 -8.208 1.971 0.233 0.181 0.256 0.0668
H 8.188 -8.594 0.674 0.311 0.036 0.088 0.0625
N 0.541 8.126 2.212 -0.337 1.251 3.710 0.1470
C 0.813 7.845 0.959 2.645 -1.677 -0.732 -0.7453
N -0.292 7.918 0.238 -1.952 0.199 -2.663 0.1515
O 1.919 7.440 0.580 -0.986 0.424 -0.106 0.0029
H -0.342 8.566 2.430 0.343 -0.219 0.254 0.1031
H 1.240 8.108 2.940 -0.028 0.052 -0.479 0.1185
H -1.123 8.369 0.593 0.219 -0.322 -0.271 0.1055
H -0.300 7.581 -0.714 0.098 0.253 0.271 0.1168
N -5.641 3.855 2.823 6.465 -4.100 0.757 0.1625
C -6.613 4.593 2.469 -1.252 2.154 0.402 -0.8373
N -7.597 4.449 3.325 -3.708 -0.301 1.946 0.1497
O -6.570 5.444 1.637 -0.131 1.593 -2.878 0.0612
H -4.749 3.898 2.353 -0.301 0.300 -0.142 0.1278
H -5.630 3.173 3.568 -0.464 0.230 -0.291 0.1148
H -7.419 3.890 4.147 -0.812 0.189 -0.273 0.1037
H -8.515 4.779 3.062 0.236 -0.066 0.461 0.1175
N 0.994 0.494 0.432 2.009 -7.185 0.591 0.1794
C 0.743 1.726 0.417 -2.530 2.130 -0.869 -0.8741
N 1.437 2.327 -0.498 3.650 3.313 -3.061 0.1597
O -0.204 2.255 0.888 -3.160 2.006 3.233 0.0606
H 0.396 -0.206 0.848 0.150 0.371 -0.154 0.1320
H 1.654 0.249 -0.293 -0.275 -1.115 0.563 0.1156
H 1.509 3.328 -0.389 0.039 -0.107 -0.271 0.1210
H 2.253 1.852 -0.857 0.145 0.603 -0.051 0.1053
N 6.356 1.091 -4.122 5.817 5.647 1.216 0.1704
C 5.371 0.308 -4.214 -2.572 -2.490 0.107 -0.8306
N 5.344 -0.258 -5.408 -0.747 -1.502 -2.842 0.1533
O 4.618 0.019 -3.327 -1.530 -0.532 1.890 0.0454
H 6.846 1.469 -4.919 -0.149 -0.447 0.034 0.1156
H 6.590 1.621 -3.294 -0.622 -0.342 0.164 0.1260
H 5.852 0.203 -6.149 -0.407 -0.714 -0.161 0.1031
H 4.652 -0.976 -5.566 0.155 0.414 -0.319 0.1175
```
Positions in Å, forces in eV/Å.

Charge ... 0
Energy above the lowest of the compared OMol25 structures with the same formula, charge and spin ... 177.2 kcal/mol
Kohn-Sham gap ... 8.2139 eV
LUMO ... 0.14 eV
SMILES ... CC1(C)CCCC(C)(C)N1O.CC1(C)CCCC(C)(C)N1O.CC1(C)CCCC(C)(C)N1O.CC1(C)CCCC(C)(C)N1O.COC[C@H](C)N.COC[C@H](C)N.NC(N)=O.NC(N)=O.NC(N)=O.NC(N)=O